[1]
# C3H9N2O

A 3-piece molecular cluster, C3H9N2O overall at a distorted geometry (ωB97M-V/def2-TZVPD, the Open Molecules 2025 dataset).

Charge: +1
Gap between HOMO and LUMO (eV): 5.7

Last column: Mulliken charge in e.
Positions of all 15 atoms, in Å:
C 2.693 0.160 0.024  -0.50
C 1.319 0.177 0.165  -1.07
C -1.285 -2.028 -0.103  0.63
N -0.298 -2.782 -0.031  -0.24
N -1.193 2.927 -0.018  -0.51
O -1.856 -1.067 -0.179  -0.04
H 3.293 -0.198 0.793  0.31
H 3.104 0.832 -0.710  0.28
H 0.994 -0.285 0.918  0.70
H -0.214 -3.777 0.314  0.37
H 0.517 -2.174 0.150  0.29
H -1.581 2.366 -0.724  0.17
H 0.567 0.440 -0.550  0.27
H -1.485 3.866 -0.211  0.17
H -0.809 2.737 0.878  0.18

=====

[2]
# C3H9N2O

A 2-piece molecular cluster, C3H9N2O overall (ωB97M-V/def2-TZVPD, the Open Molecules 2025 dataset).

Charge: +1
Gap between HOMO and LUMO (eV): 8.8

Last column: Mulliken charge in e.
Positions of all 15 atoms, in Å:
N -1.512 1.565 1.228  -0.28
C -1.817 1.475 -0.037  0.23
N -0.968 1.275 -1.017  -0.27
H -0.585 1.354 1.573  0.23
H -2.231 1.776 1.904  0.26
H -2.845 1.673 -0.318  0.36
H -1.350 1.022 -1.915  0.26
H 0.014 1.149 -0.810  0.23
O 2.937 -2.530 0.761  -0.42
C 2.061 -2.348 -0.031  -0.09
C 1.268 -1.062 -0.116  -0.78
H 1.771 -3.117 -0.770  0.32
H 1.583 -0.367 0.664  0.33
H 0.201 -1.272 -0.032  0.32
H 1.474 -0.593 -1.084  0.31

=====

[3]
# C3H9N2O

A 2-piece molecular cluster, C3H9N2O overall at a distorted geometry (ωB97M-V/def2-TZVPD, the Open Molecules 2025 dataset).

Charge: +2
Gap between HOMO and LUMO (alpha / beta) (eV): 9.1 / 4.6
Multiplicity: 2
Expectation value of S²: 0.759

Last column: Mulliken charge in e.
Positions of all 15 atoms, in Å:
C -2.554 1.720 -1.426  -0.02
N -1.674 1.622 -0.542  -0.02
H -3.619 1.631 -1.145  0.32
H -2.321 1.820 -2.512  0.34
H -0.739 1.515 -0.987  0.37
O 2.686 -1.271 -0.331  -0.38
C 1.958 -0.334 -0.253  0.20
C 0.615 -0.435 0.462  -0.62
N 0.789 -1.477 1.510  -0.28
H 2.197 0.657 -0.670  0.32
H 0.300 0.530 0.869  0.36
H -0.158 -0.764 -0.231  0.33
H -0.062 -2.034 1.618  0.37
H 1.568 -2.094 1.208  0.36
H 1.016 -1.086 2.429  0.35

=====

[4]
# C3H9N2O2

A 2-piece molecular cluster, C3H9N2O2 overall (ωB97M-V/def2-TZVPD, the Open Molecules 2025 dataset).

Charge: -1
Gap between HOMO and LUMO (eV): 8.9

Last column: Mulliken charge in e.
Positions of all 16 atoms, in Å:
C 1.132 -0.564 0.057  -0.44
C 0.858 0.467 -1.036  -0.44
N 0.056 -0.158 -2.083  -0.73
N 1.475 0.092 1.304  -0.83
H 0.221 -1.165 0.144  0.21
H 1.940 -1.199 -0.291  0.41
H 0.336 1.314 -0.583  0.23
H 1.776 0.837 -1.475  0.44
H -0.069 0.438 -2.887  0.20
H -0.861 -0.352 -1.698  0.32
H 0.577 0.354 1.699  0.47
H 1.877 -0.592 1.928  0.20
O -2.416 -0.206 0.030  -0.62
C -2.326 0.159 1.212  -0.09
O -1.305 0.466 1.865  -0.69
H -3.272 0.110 1.815  0.37

=====

[5]
# C3H9N2O2S

A 2-piece molecular cluster, C3H9N2O2S overall at a distorted geometry (ωB97M-V/def2-TZVPD, the Open Molecules 2025 dataset).

Charge: -1
Gap between HOMO and LUMO (eV): 6.3

Last column: Mulliken charge in e.
Positions of all 17 atoms, in Å:
C -0.825 -0.164 -0.445  -0.62
C -1.813 0.700 0.370  -0.63
S -2.526 -0.259 1.760  -0.65
N 0.359 0.558 -0.863  -0.06
C 1.450 0.068 -1.499  0.44
N 1.481 -1.328 -1.558  -0.41
O 2.352 0.776 -1.912  -0.66
H -0.671 -1.159 -0.005  0.41
H -1.508 -0.399 -1.277  0.19
H -1.222 1.498 0.854  0.11
H -2.629 1.162 -0.190  0.25
H 0.407 1.520 -0.559  0.22
H 0.614 -1.752 -1.827  0.21
H 2.319 -1.782 -1.852  0.21
H 0.520 0.900 3.165  0.31
H 0.711 -0.423 2.539  0.32
O 0.983 0.084 3.299  -0.65

=====

[6]
# C3H9N2O3

A 2-piece molecular cluster, C3H9N2O3 overall at a distorted geometry (ωB97M-V/def2-TZVPD, the Open Molecules 2025 dataset).

Charge: -1
Gap between HOMO and LUMO (eV): 7.0

Last column: Mulliken charge in e.
Positions of all 17 atoms, in Å:
O 0.981 -3.265 -0.637  -0.69
C 0.774 -2.091 -0.345  0.36
N 1.529 -1.548 0.676  -0.31
C -0.079 -1.070 -1.083  -0.31
N -0.441 0.051 -0.217  -0.17
C -0.328 1.440 -0.788  -0.48
O -1.399 2.155 -0.369  -0.90
H 1.279 -0.638 1.007  0.21
H 2.242 -2.096 1.129  0.20
H -0.950 -1.563 -1.525  0.24
H 0.525 -0.806 -1.963  0.24
H -1.409 -0.086 0.035  0.20
H -0.288 1.313 -1.905  0.22
H 0.571 1.945 -0.382  0.21
H -0.553 1.451 2.149  0.31
H -1.441 2.584 1.708  0.39
O -1.013 2.224 2.508  -0.71

=====

Results for ΔE to the lowest compared entry with this formula, charge and spin: 5.193 1.338 2.166 0.584 1.196 1.667 (in eV, following the order of the records).